No. 1
{"formula": "C7H16Cl10N2O4", "method": "the ωB97M-V functional and the def2-TZVPD basis", "de_lowest_kj_mol": 22.5, "gap_ev": 10.50, "species": ["H", "H", "O", "Cl", "C", "H", "Cl", "N", "H", "O", "C", "H", "O", "C", "Cl", "H", "Cl", "Cl", "H", "C", "H", "H", "C", "C", "H", "H", "N", "Cl", "O", "Cl", "H", "Cl", "H", "H", "H", "Cl", "H", "C", "Cl"], "coordinates": [[0.307394, -1.071818, -5.370190], [1.987938, -1.212013, 2.685879], [1.403565, 1.574102, 2.468759], [-0.211119, -2.327870, 0.337894], [-3.808968, 2.520755, -0.254150], [3.373542, 1.642987, -0.134125], [0.149096, -1.643287, 4.072660], [0.427521, 2.275188, 2.682370], [-0.189046, -0.228577, -0.695933], [0.063130, 3.166426, 1.948853], [3.922323, 0.876309, -0.666681], [2.512541, -1.600120, 4.334817], [0.076229, -2.775657, -3.771260], [1.810196, -1.848383, 3.546977], [2.163670, -3.524075, 3.101395], [-3.541992, 3.567850, -0.370063], [-4.862457, 2.011209, -1.558577], [-1.743038, 0.036694, 1.069403], [2.041257, -0.808012, -4.825402], [-2.652118, -1.844486, -2.050981], [3.990209, 0.984376, -1.739960], [-0.289730, 2.950794, 4.495657], [0.984734, -0.805212, -4.568689], [-0.351151, 2.025924, 3.929869], [0.769885, 0.174910, -4.152000], [-1.743691, -2.421065, -2.186941], [0.817429, -1.856013, -3.528407], [-2.375208, -0.148390, -2.384862], [1.444959, -1.724139, -2.503104], [-4.459239, 2.178038, 1.349031], [0.616740, -0.258362, 0.879828], [-3.906605, -2.574063, -3.052632], [-1.394185, 1.801881, 3.718075], [0.041315, 1.152082, 4.436960], [-2.857786, 1.994001, -0.295977], [5.584498, 0.960909, -0.006289], [-3.012520, -1.990438, -1.036874], [-0.265730, -0.569776, 0.331273], [3.176408, -0.662681, -0.236604]], "atomic_forces_ev_per_a": [[0.20, 0.15, -0.19], [-0.07, -0.05, -0.03], [-0.14, -0.06, 0.13], [-0.07, -0.37, -0.02], [1.05, 0.07, 0.01], [-0.14, 0.16, -0.39], [-0.19, 0.08, 0.17], [-0.02, -0.35, -0.28], [-0.19, 0.03, 0.05], [-0.16, 0.04, 0.16], [0.51, -0.10, 0.93], [-0.26, 0.14, 0.16], [-0.40, -0.40, -0.20], [0.59, -0.11, -0.25], [-0.04, -0.05, -0.09], [-0.59, 0.13, 0.19], [-0.17, 0.10, 0.00], [0.01, 0.13, 0.17], [-0.08, -0.16, -0.28], [-0.23, -0.99, 0.52], [-0.20, 0.04, -0.02], [0.04, -0.10, 0.17], [0.11, 0.00, -0.02], [-0.20, -0.11, 0.22], [-0.24, -0.15, 0.22], [0.07, 0.21, -0.15], [0.08, 0.45, 0.12], [0.18, 0.15, -0.27], [0.18, 0.14, 0.19], [-0.18, 0.18, 0.07], [-0.26, 0.34, 0.17], [-0.13, 0.07, -0.40], [0.05, 0.30, -0.53], [0.40, 0.23, 0.03], [-0.27, -0.31, -0.25], [-0.09, 0.03, -0.22], [0.21, 0.43, 0.08], [0.64, -0.17, -0.09], [-0.02, -0.12, -0.09]]}

---

No. 2
{"formula": "C7H16ClN2O4P", "method": "the ωB97M-V functional and the def2-TZVPD basis", "gap_ev": 4.50, "species": ["Cl", "H", "H", "C", "H", "O", "H", "H", "N", "C", "N", "C", "C", "H", "H", "H", "H", "H", "O", "H", "C", "C", "O", "H", "H", "C", "P", "H", "H", "O", "H"], "coordinates": [[2.554689, 3.721824, 0.538415], [-0.903064, 1.157220, -1.255531], [1.004416, 0.964832, 2.218789], [-0.365914, 0.584237, -0.414656], [3.358853, -2.808226, -0.247699], [-4.353524, -0.136018, -0.749326], [-0.336967, -1.319431, -1.703845], [1.210021, -0.351188, -1.844409], [1.064579, -1.426585, 0.011058], [-2.662829, 1.288078, 0.779166], [0.641920, 1.514034, 0.160636], [2.013511, -0.608117, 0.855036], [1.514211, 0.883501, 1.187596], [-1.099138, -0.115155, 1.678671], [1.965152, 1.611305, -1.286617], [3.082344, -0.658359, 0.418684], [-2.187095, 2.328684, 0.695151], [0.349768, -1.860909, 0.635170], [1.260831, -4.130324, -0.166181], [2.468197, 1.542135, 1.253464], [-3.753122, 1.111709, -0.408752], [-1.493121, 0.169948, 0.648133], [-4.044542, 2.142940, -1.064222], [-3.230429, 1.203171, 1.774466], [2.092734, -1.156994, 1.870525], [0.389096, -0.660394, -1.092647], [1.970335, -2.841570, -0.664699], [-2.019592, -0.767155, 0.215882], [1.851629, -2.844232, -2.104422], [1.341018, 2.193943, -0.786971], [-3.683970, -0.732905, -1.150866]], "atomic_forces_ev_per_a": [[1.71, 1.63, 1.65], [0.92, -0.84, 1.14], [0.71, -0.50, -1.69], [-0.06, 0.51, -0.51], [-0.97, 0.74, -0.36], [1.47, 1.19, 0.49], [1.17, 0.67, 1.30], [-1.28, -0.12, 1.33], [0.50, -0.72, -0.45], [0.05, -0.78, -0.39], [-0.78, -1.85, 1.23], [1.18, 0.77, 2.21], [0.56, 0.34, 0.38], [-0.32, 0.50, -1.38], [-0.29, 0.25, 0.49], [-1.88, 0.35, 0.26], [-0.97, -1.54, 0.01], [0.45, 0.24, -0.56], [1.83, 3.63, -1.01], [-1.56, -0.48, -0.16], [0.22, 3.76, -2.01], [-0.85, -0.58, -0.51], [0.64, -4.23, 2.50], [0.97, -0.01, -1.45], [-0.09, 0.70, -1.68], [-0.98, 0.89, -1.27], [-2.08, -5.65, 1.00], [0.89, 1.17, 0.84], [0.34, 0.97, 0.84], [-0.96, -1.55, -2.78], [-0.54, 0.54, 0.51]]}

---

No. 3
{"formula": "C7H16N2O2S", "method": "the ωB97M-V functional and the def2-TZVPD basis", "de_lowest_kj_mol": 120.1, "gap_ev": 7.84, "species": ["S", "H", "H", "C", "H", "H", "H", "C", "C", "O", "N", "H", "H", "H", "H", "C", "H", "H", "O", "H", "C", "H", "H", "N", "H", "C", "H", "C"], "coordinates": [[-0.783984, 1.722677, -0.093517], [1.194970, -0.622883, -2.070515], [-0.303296, -2.779437, -1.892976], [-0.234694, -1.996194, -1.125397], [-0.850531, 2.430924, 2.224822], [0.770788, -3.507575, 0.026144], [-1.219420, -1.901665, -0.666009], [-1.144083, 2.902805, 1.295328], [0.153653, -0.725298, -1.801584], [-2.035785, 1.031855, -0.360047], [1.765446, 1.026450, 0.375442], [-2.211436, 3.073094, 1.270099], [0.119300, -0.022935, 2.366534], [1.906452, 1.691948, -0.377476], [-1.673698, -0.000917, -2.168879], [0.457520, 0.520842, 0.306709], [0.178344, -2.461478, 1.975693], [1.797266, -2.179353, -0.509630], [-0.263709, 2.525669, -1.189645], [-0.593214, 3.817472, 1.127892], [0.704365, -1.785360, 1.297917], [1.992077, 1.472898, 1.265805], [-0.427442, 0.875727, -2.858534], [-0.732732, -0.038539, -2.548183], [1.713549, -1.651418, 1.685976], [0.818549, -2.424854, -0.095627], [-1.083770, -0.563242, 1.187111], [-0.014484, -0.431214, 1.352547]], "atomic_forces_ev_per_a": [[0.06, 0.33, 0.26], [0.12, 0.15, 0.00], [-0.08, 0.11, -0.01], [0.20, -0.12, 0.04], [0.00, -0.08, 0.22], [0.11, -0.01, -0.08], [-0.11, 0.04, -0.09], [0.33, -0.74, -0.82], [-0.45, 1.16, 1.42], [-0.22, -0.17, 0.38], [0.53, 0.25, 0.16], [-0.19, 0.03, 0.00], [-0.09, 0.00, 0.06], [0.20, -0.04, 0.11], [0.10, -0.03, -0.08], [-1.31, -0.49, -1.67], [0.07, -0.04, 0.03], [0.08, -0.12, -0.05], [0.28, 0.21, 0.08], [0.14, 0.12, -0.04], [-0.08, 0.12, 0.01], [0.00, -0.02, -0.10], [-0.01, -0.09, -0.02], [0.21, -0.40, -0.10], [0.03, -0.07, 0.11], [-0.12, 0.15, 0.07], [-0.04, -0.08, 0.17], [0.23, -0.15, -0.04]]}

---

No. 4
{"formula": "C7H16N3O6P", "method": "the ωB97M-V functional and the def2-TZVPD basis", "de_lowest_kj_mol": 0.0, "gap_ev": 8.71, "species": ["H", "O", "O", "H", "H", "H", "N", "O", "H", "O", "H", "P", "C", "C", "H", "H", "C", "H", "O", "C", "H", "H", "N", "H", "H", "C", "H", "C", "H", "C", "N", "O", "H"], "coordinates": [[1.651918, -1.059943, 0.418024], [2.293834, -2.948523, -1.373598], [0.077167, -1.791337, -0.760829], [0.212338, -0.059226, 0.335508], [-0.426188, 2.507204, -2.211524], [-0.846390, 5.134843, 0.748132], [0.557386, 3.655772, 0.657059], [0.093664, -3.440988, -2.579463], [1.938665, -3.823178, 1.054381], [0.374474, -4.258234, -0.273930], [-1.939541, 2.737943, 2.224158], [0.849512, -3.090591, -1.246901], [1.074730, -4.479028, 0.959030], [-1.339601, -3.460044, -2.612048], [0.389036, -4.304457, 1.787041], [-2.562551, 3.839402, 0.925636], [0.564425, -1.074200, 0.394550], [-1.738433, -4.068943, -1.801554], [0.942450, 1.558766, 1.672963], [-0.173490, 3.030738, -0.297517], [0.803161, 3.699544, -1.920298], [-1.120385, 1.437208, 0.485334], [-1.302281, 2.390473, 0.203715], [-0.228836, 4.654463, 2.375366], [-1.730466, -2.446367, -2.541020], [-0.533191, 4.320463, 1.394675], [0.175936, -1.532122, 1.304484], [-1.722045, 3.274121, 1.311940], [-1.632098, -3.893217, -3.564143], [1.402582, 2.695420, 1.534746], [0.097311, 3.075306, -1.564196], [2.385039, 3.231300, 1.977648], [1.411864, -5.512568, 0.982631]], "atomic_forces_ev_per_a": [[0.02, 0.00, -0.05], [0.17, 0.02, 0.03], [0.00, 0.16, 0.06], [-0.02, 0.12, -0.08], [-0.15, 0.08, -0.03], [0.09, 0.56, 0.45], [-0.43, 1.87, -1.20], [-0.17, 0.04, -0.01], [0.02, -0.01, -0.07], [0.03, 0.05, 0.06], [0.00, -0.12, 0.08], [-0.04, -0.08, 0.01], [-0.01, -0.05, 0.09], [-0.07, -0.03, -0.06], [-0.03, 0.01, -0.02], [-0.51, -0.20, 0.48], [0.01, -0.37, -0.04], [0.03, 0.00, 0.02], [-0.70, -0.08, -0.49], [0.11, -1.09, 1.23], [0.35, -0.21, 0.21], [0.23, -0.10, -0.01], [-0.77, 0.58, -0.62], [0.05, -0.03, 0.14], [0.02, 0.01, 0.04], [-0.33, -1.02, -0.50], [0.01, -0.01, 0.00], [0.54, 0.57, -0.35], [0.08, -0.02, -0.02], [0.99, -1.00, 0.96], [0.12, -0.36, -0.39], [0.36, 0.72, 0.12], [-0.01, -0.01, -0.04]]}

---

No. 5
{"formula": "C7H16NS2", "method": "the ωB97M-V functional and the def2-TZVPD basis", "charge": 1, "de_lowest_kj_mol": 441.1, "gap_ev": [7.81, 7.81], "species": ["C", "H", "H", "H", "H", "H", "N", "H", "H", "H", "H", "C", "S", "H", "H", "H", "C", "H", "H", "C", "C", "H", "C", "S", "C", "H"], "coordinates": [[0.933491, 0.956903, 2.108453], [-0.982132, 4.031906, -0.861175], [-0.523136, -1.490887, -2.460997], [1.384058, -0.362516, -2.476243], [-1.193367, 1.116876, 1.432144], [1.682037, 0.108405, 2.243228], [-0.073185, 0.219072, 0.058940], [0.546161, -1.771067, 0.150670], [-0.362672, -2.721844, -1.414879], [2.007234, -1.623023, -1.892081], [-1.548426, 2.315801, -2.818269], [-0.275247, 0.423706, 1.455987], [-0.575759, 2.998334, 0.100267], [-1.720178, -1.503855, -1.016987], [-1.076918, -0.919662, 3.009096], [1.203004, 1.832303, 1.644373], [0.336213, -1.036498, -0.681043], [0.638911, 1.085468, 3.212134], [-0.116983, -1.723409, 2.145410], [-0.770441, -0.892853, 2.014396], [-0.706496, -1.783810, -1.479620], [2.353323, -0.197731, -1.089910], [1.543358, -0.773614, -1.538009], [-0.680210, 1.385528, -2.546939], [-0.419190, 1.612255, -0.869368], [-1.603449, -1.285788, 1.570420]], "atomic_forces_ev_per_a": [[-0.47, -2.97, 4.26], [0.66, -1.94, 1.17], [-0.85, 0.51, -2.00], [-1.14, 1.54, -1.67], [1.36, -0.70, 0.93], [-0.42, 1.40, -0.90], [-1.19, 4.51, -6.38], [0.40, 1.32, -0.59], [0.21, -3.93, 0.35], [0.91, -2.62, -0.09], [-0.62, 1.29, 0.22], [-2.36, -0.59, -0.10], [-0.67, 1.38, -1.45], [1.25, -1.12, -1.22], [-0.66, 1.34, 2.12], [1.48, 1.88, -0.64], [0.72, 0.15, 1.91], [0.49, 0.56, -1.48], [1.48, -0.42, -0.83], [1.12, 0.00, 0.88], [-2.05, 4.20, 1.87], [-0.24, 0.08, 0.39], [0.97, 0.89, 1.73], [1.14, -1.44, 0.30], [0.63, -4.62, 3.11], [-2.15, -0.69, -1.86]]}

---

No. 6
{"formula": "C7H16O", "method": "the ωB97M-V functional and the def2-TZVPD basis", "de_lowest_kj_mol": 365.2, "gap_ev": [7.79, 7.79], "species": ["C", "H", "C", "H", "H", "H", "H", "C", "H", "O", "H", "C", "H", "H", "H", "C", "H", "C", "C", "H", "H", "H", "H", "H"], "coordinates": [[0.530108, -1.170034, -0.434392], [-2.830944, -1.204529, -0.487172], [0.897853, -0.021426, 0.232524], [-2.809060, 0.450303, -1.322964], [2.472395, 1.169395, -0.620113], [-1.679947, 0.470601, 0.472914], [1.358819, -0.807002, -2.379871], [1.382925, 1.192506, -0.500425], [0.841464, 0.930297, 2.169623], [-1.140077, -0.680910, -1.493082], [-0.994429, 2.108595, 1.114483], [-2.232868, -0.402949, -0.947382], [0.597535, -2.380861, -2.195989], [2.170383, -2.097211, -1.454060], [0.210302, -1.994165, 0.201701], [-1.661009, 1.282432, 1.328845], [0.937062, 1.255350, -1.491395], [1.097573, -0.030729, 1.716395], [1.209577, -1.635529, -1.693400], [2.155241, -0.211513, 1.943407], [1.143077, 2.101112, 0.056286], [-2.692363, 1.626015, 1.270915], [0.517594, -0.814959, 2.201726], [-1.481213, 0.865212, 2.311426]], "atomic_forces_ev_per_a": [[3.15, 0.70, 2.16], [0.29, 0.18, 0.63], [-0.10, -1.65, -0.89], [0.24, 0.45, 0.56], [0.02, 0.11, -0.02], [0.83, 1.54, 2.07], [0.16, 0.02, -0.13], [0.29, -0.18, -0.02], [0.01, -0.03, 0.11], [-3.57, 0.90, 0.66], [0.17, -0.11, -0.19], [1.04, -1.58, -3.40], [-0.04, -0.07, -0.16], [-0.01, 0.13, 0.07], [-0.18, 0.05, 0.04], [-1.13, -1.15, -1.54], [0.00, 0.07, -0.04], [-0.32, 0.28, 0.11], [-0.82, 0.25, -0.22], [-0.05, 0.00, -0.04], [-0.02, 0.03, -0.04], [-0.07, 0.34, 0.30], [-0.01, -0.06, 0.04], [0.12, -0.23, -0.07]]}

---

no.,electronic energy (a.u.)
1,-5288.50444
2,-1488.08201
3,-934.42526
4,-1233.44481
5,-1127.03496
6,-351.41488